Version i
16
Properties=species:S:1:pos:R:3 method="wB97M-V/def2-TZVPD" e_homo_ev=-8.616 homo_lumo_gap_ev=9.42 lumo_energy_ev=0.8 smiles="C=C(N)CCC=O"
C 1.42 -1.04 -0.81
C 0.52 -0.79 0.13
N 0.66 -0.85 1.50
C -0.87 -0.46 -0.29
C -1.22 1.05 0.11
C -0.13 2.03 -0.37
O -0.22 3.23 -0.48
H 2.33 -1.58 -0.41
H 1.40 -0.97 -1.85
H 1.58 -1.17 1.92
H -0.18 -1.40 1.82
H -1.56 -1.26 0.08
H -0.84 -0.52 -1.35
H -1.42 0.89 1.17
H -2.21 1.40 -0.27
H 0.73 1.43 -0.91

=====

Version ii
16
Properties=species:S:1:pos:R:3 method="wB97M-V/def2-TZVPD" e_homo_ev=-9.325 homo_lumo_gap_ev=10.53 lumo_energy_ev=1.2
C 2.84 -0.01 -0.33
C -0.51 -0.12 0.62
C -1.32 -1.04 -0.37
C -2.34 0.07 -0.27
C -1.19 1.08 -0.08
H 3.32 0.10 -1.23
H 3.39 -0.36 0.52
H -0.61 -0.33 1.67
H -1.43 -2.07 0.03
H -0.91 -0.80 -1.39
H -3.06 0.15 -1.06
H -2.88 0.03 0.67
H -1.22 1.75 0.75
H -0.64 1.59 -0.81
N 1.63 0.18 -0.40
O 0.97 -0.14 0.77

=====

Version iii
16
Properties=species:S:1:pos:R:3 method="wB97M-V/def2-TZVPD" e_homo_ev=-9.865 homo_lumo_gap_ev=11.03 lumo_energy_ev=1.2 smiles="C/N=C/[C@H]1O[C@@H]1C"
C 2.30 -0.38 -2.14
N 0.98 -0.08 -1.62
C 0.62 -0.62 -0.53
C -0.72 -0.29 -0.01
O -1.35 -1.21 0.88
C -0.93 0.04 1.40
C -1.96 1.05 1.81
H 2.88 0.55 -2.22
H 2.17 -0.77 -3.16
H 2.86 -1.11 -1.54
H 1.26 -1.28 0.07
H -1.38 0.16 -0.75
H -0.06 -0.05 2.07
H -2.54 0.71 2.68
H -1.46 1.99 2.07
H -2.66 1.25 0.99

=====

Version iv
16
Properties=species:S:1:pos:R:3 method="wB97M-V/def2-TZVPD" e_homo_ev=-9.328 homo_lumo_gap_ev=10.19 lumo_energy_ev=0.9 smiles="C[C@H]1CN(C)C1=O"
C -2.11 1.07 -0.12
C -1.01 0.08 -0.47
C 0.44 0.57 -0.68
N 0.88 -0.63 0.01
C 2.20 -1.12 0.33
C -0.36 -0.97 0.47
O -0.73 -1.81 1.25
H -1.77 1.89 0.51
H -2.96 0.58 0.37
H -2.48 1.51 -1.05
H -1.32 -0.49 -1.36
H 0.79 0.69 -1.71
H 0.67 1.48 -0.11
H 2.16 -2.21 0.45
H 2.87 -0.89 -0.50
H 2.60 -0.67 1.24

=====

Of them, version ii has the lowest stability.

=====

Version i
11
Properties=species:S:1:pos:R:3 method="wB97M-V/def2-TZVPD" e_homo_ev="-8.518 / -8.518" homo_lumo_gap_ev="8.94 / 8.94" lumo_energy_ev="0.4 / 0.4" smiles="C=C=C=N.C=O"
C -0.45 -1.47 -0.76
C 0.26 -0.29 -0.71
C 1.31 -0.20 -1.59
N 2.32 0.47 -1.79
H -1.23 -1.54 -0.11
H -0.12 -2.22 -1.47
H 3.02 0.19 -2.47
C -1.26 1.27 2.24
O -0.83 0.75 1.23
H -1.98 2.07 2.10
H -1.05 0.97 3.32

=====

Version ii
11
Properties=species:S:1:pos:R:3 method="wB97M-V/def2-TZVPD" e_homo_ev=-10.589 homo_lumo_gap_ev=10.94 lumo_energy_ev=0.4 smiles="C[C@H](C#N)C=O"
C -1.00 -0.65 0.52
C 0.22 0.26 0.36
C -0.15 1.51 -0.33
N -0.36 2.42 -1.00
C 1.27 -0.33 -0.60
O 0.95 -0.90 -1.61
H -1.76 -0.17 1.14
H -1.43 -0.88 -0.46
H -0.72 -1.60 1.00
H 0.66 0.49 1.34
H 2.34 -0.15 -0.36

=====

Version iii
11
Properties=species:S:1:pos:R:3 method="wB97M-V/def2-TZVPD" e_homo_ev=-10.970 homo_lumo_gap_ev=11.78 lumo_energy_ev=0.8 smiles=N#CC[C@H]1CO1
N 3.18 -0.08 0.58
C 2.10 -0.25 0.21
C 0.75 -0.60 -0.24
C -0.40 0.13 0.45
C -1.50 0.76 -0.28
O -1.64 -0.53 0.29
H 0.64 -1.66 0.00
H 0.69 -0.51 -1.32
H -0.19 0.48 1.46
H -2.10 1.54 0.20
H -1.49 0.80 -1.37

=====

Of them, version i has the lowest stability.